{
  "formula": "H22O11",
  "method": "wB97M-V/def2-TZVPD",
  "de_lowest_kj_mol": 962.5,
  "lumo_ev": -0.75,
  "max_force_ev_per_a": 11.5,
  "e_tot_ha": -840.5135,
  "species": ["H", "H", "H", "H", "H", "H", "H", "H", "H", "H", "H", "H", "H", "H", "H", "H", "H", "H", "H", "H", "H", "H", "O", "O", "O", "O", "O", "O", "O", "O", "O", "O", "O"],
  "positions_angstrom": [[0.860, 0.139, -0.220], [-0.088, 1.023, -1.048], [1.880, 1.442, -3.302], [0.769, 2.424, -3.375], [1.188, -0.511, 4.107], [1.059, -0.436, 2.731], [-4.717, 0.516, 0.682], [-4.701, -1.032, 0.899], [-1.136, 2.902, 0.820], [-2.110, 4.061, 0.700], [2.067, -2.427, -2.925], [2.532, -1.703, -1.746], [6.229, -1.381, 0.162], [5.021, -0.836, 0.928], [2.473, 1.684, 1.848], [3.180, 1.077, 0.681], [-3.152, -1.062, 1.547], [-1.952, -1.199, 0.674], [-3.082, -3.378, -1.005], [-1.823, -2.837, -0.662], [-2.603, 0.255, -1.062], [-1.585, 0.280, 0.092], [-0.045, 0.243, -0.449], [1.694, 2.418, -3.209], [0.479, -0.428, 3.442], [-4.419, -0.364, 0.343], [-1.615, 3.447, 0.131], [2.208, -2.593, -2.054], [5.934, -1.143, 0.986], [3.003, 1.942, 1.127], [-2.780, -0.735, 0.694], [-2.518, -2.614, -1.171], [-2.249, 0.825, -0.367]]
}